Molecular formula: C3H10N6
Method: DFT, ωB97M-V with the def2-TZVPD basis set

Results
**HOMO energy**: -8.01 eV
**Energy relative to the best compared isomer or geometry (same formula, charge and spin)**: 321.18 kJ/mol
**Gap between HOMO and LUMO**: 0.325 hartree

Each line ends with the Löwdin charge.
Atoms and positions in Å:
C1 0.366 -0.746 -1.711  -0.10
N1 0.537 -0.892 -0.278  -0.24
C2 -0.017 -2.087 0.330  -0.10
N2 0.538 0.271 0.602  -0.18
N3 1.741 0.980 0.438  0.05
N4 -0.538 1.138 0.335  -0.18
N5 -0.523 2.386 0.997  0.09
C3 -1.735 0.529 0.086  -0.28
N6 -2.846 0.228 -0.079  0.16
H1 0.964 0.087 -2.098  0.08
H2 -0.676 -0.588 -2.003  0.06
H3 0.700 -1.655 -2.223  0.08
H4 0.279 -2.977 -0.235  0.08
H5 -1.109 -2.076 0.379  0.06
H6 0.358 -2.219 1.351  0.08
H7 1.611 1.886 0.887  0.06
H8 2.487 0.461 0.888  0.09
H9 -1.119 3.013 0.451  0.10
H10 -1.021 2.260 1.881  0.10

Molecular formula: C8H22FN2O6S
Method: DFT, ωB97M-V with the def2-TZVPD basis set

Results
**HOMO energy**: -12.63 eV
**Charge**: +1
**Gap between HOMO and LUMO**: 0.344 hartree

Each line ends with the Löwdin charge.
Atoms and positions in Å:
O1 1.121 -3.902 0.121  -0.29
S1 2.089 -3.101 -0.668  0.73
O2 3.374 -2.989 0.051  -0.28
F1 2.265 -3.859 -2.091  -0.15
N1 1.371 -1.584 -0.939  -0.10
C1 0.453 -1.561 -2.106  -0.26
O3 -0.383 -0.436 -1.906  -0.10
C2 -1.741 -0.836 -1.749  -0.23
O4 -1.813 -1.675 -0.621  -0.11
C3 -3.153 -1.871 -0.171  -0.17
C4 -3.966 -2.918 -0.994  -0.21
O5 -4.267 -2.501 -2.329  -0.07
H1 0.820 -1.317 -0.122  0.10
H2 -0.099 -2.515 -2.243  0.14
H3 1.086 -1.438 -3.015  0.14
H4 -2.377 0.070 -1.691  0.15
H5 -2.034 -1.381 -2.673  0.13
H6 -3.714 -0.914 -0.037  0.13
H7 -3.069 -2.300 0.855  0.14
H8 -4.940 -3.109 -0.490  0.13
H9 -3.433 -3.898 -1.010  0.13
H10 -3.547 -2.849 -2.859  0.07
C5 2.213 1.199 1.299  -0.03
C6 2.112 2.566 0.640  -0.30
C7 1.976 3.733 1.622  -0.17
O6 0.672 3.764 2.178  -0.19
C8 0.517 3.039 3.404  -0.06
N2 0.878 2.578 -0.219  0.23
H11 1.257 0.865 1.708  0.08
H12 2.527 0.454 0.564  0.08
H13 2.946 1.204 2.104  0.11
H14 2.969 2.721 -0.017  0.16
H15 2.090 4.669 1.067  0.14
H16 2.754 3.721 2.387  0.14
H17 1.452 2.963 3.961  0.10
H18 0.127 2.041 3.196  0.08
H19 -0.216 3.563 4.016  0.10
H20 0.765 1.732 -0.787  0.16
H21 0.858 3.393 -0.838  0.18
H22 0.063 2.679 0.402  0.17

Molecular formula: C40H39Br6F5O6
Method: DFT, ωB97M-V with the def2-TZVPD basis set

Results
**HOMO energy**: -9.17 eV
**Energy relative to the best compared isomer or geometry (same formula, charge and spin)**: 0.00 kJ/mol
**Gap between HOMO and LUMO**: 0.310 hartree

Each line ends with the Löwdin charge.
Atoms and positions in Å:
C1 -1.824 0.056 -2.201  -0.04
C2 -2.220 -1.344 -1.706  -0.29
C3 -2.202 -2.355 -2.868  -0.08
O1 -1.379 -3.395 -2.380  0.08
C4 -0.724 -3.017 -1.278  -0.56
O2 0.188 -3.592 -0.779  0.16
O3 -1.230 -1.839 -0.823  0.06
H1 -1.907 0.691 -1.319  0.07
H2 -2.539 0.406 -2.945  0.05
H3 -0.825 0.065 -2.629  0.04
H4 -3.187 -1.310 -1.207  0.13
H5 -1.730 -1.942 -3.762  0.12
H6 -3.229 -2.606 -3.132  0.14
C5 -1.603 -0.777 2.458  -0.02
C6 -3.006 -1.272 2.585  -0.30
C7 -4.036 -0.171 2.955  -0.07
O4 -5.078 -0.351 1.990  0.06
C8 -4.736 -1.259 1.068  -0.58
O5 -5.391 -1.616 0.149  0.17
O6 -3.485 -1.733 1.329  0.07
H7 -0.876 -1.520 2.119  0.08
H8 -1.183 -0.477 3.422  0.09
H9 -1.553 0.014 1.706  0.08
H10 -3.189 -2.018 3.362  0.15
H11 -3.668 0.850 2.866  0.12
H12 -4.441 -0.368 3.944  0.13
F1 1.284 -1.387 1.270  0.06
C9 1.288 -0.417 0.340  -0.28
C10 0.995 0.887 0.694  -0.02
C11 1.080 1.889 -0.255  -0.06
C12 1.424 1.527 -1.553  -0.11
C13 1.798 0.242 -1.893  -0.09
C14 1.683 -0.764 -0.939  0.00
H13 0.732 1.125 1.720  0.10
H14 0.908 2.929 -0.021  0.10
H15 1.515 2.312 -2.294  0.05
H16 2.002 0.066 -2.938  0.04
H17 1.946 -1.789 -1.168  0.11
F2 5.199 -1.697 -5.279  0.06
C15 4.467 -2.734 -4.840  -0.28
C16 3.229 -2.473 -4.264  -0.03
C17 2.493 -3.561 -3.825  -0.08
C18 2.906 -4.867 -4.013  -0.08
C19 4.119 -5.098 -4.642  -0.08
C20 4.887 -4.038 -5.096  -0.02
H18 2.950 -1.466 -3.995  0.06
H19 1.557 -3.295 -3.342  0.09
H20 2.266 -5.697 -3.748  0.11
H21 4.466 -6.115 -4.770  0.11
H22 5.898 -4.085 -5.484  0.12
F3 -0.608 1.128 6.423  0.06
C21 0.212 2.035 5.863  -0.28
C22 0.213 3.327 6.353  -0.01
C23 1.116 4.230 5.783  -0.09
C24 1.950 3.853 4.748  -0.09
C25 1.890 2.562 4.231  -0.08
C26 0.995 1.665 4.773  -0.03
H23 -0.486 3.677 7.099  0.12
H24 1.125 5.248 6.147  0.10
H25 2.693 4.602 4.500  0.10
H26 2.523 2.268 3.404  0.10
H27 0.905 0.626 4.478  0.10
F4 5.625 -3.185 5.528  0.07
C27 4.394 -3.007 5.044  -0.30
C28 3.412 -3.908 5.360  -0.03
C29 2.125 -3.659 4.950  -0.08
C30 1.806 -2.586 4.115  -0.08
C31 2.805 -1.656 3.823  -0.08
C32 4.102 -1.907 4.260  -0.01
H28 3.622 -4.794 5.947  0.12
H29 1.380 -4.362 5.303  0.11
H30 0.785 -2.401 3.812  0.09
H31 2.598 -0.764 3.252  0.08
H32 4.965 -1.296 4.017  0.12
F5 -0.997 4.661 0.265  0.05
C33 -2.187 4.113 -0.015  -0.29
C34 -3.064 4.763 -0.882  -0.05
C35 -4.246 4.171 -1.295  -0.08
C36 -4.532 2.879 -0.838  -0.08
C37 -3.724 2.294 0.116  -0.08
C38 -2.561 2.932 0.574  -0.01
H33 -2.782 5.733 -1.271  0.08
H34 -4.830 4.637 -2.074  0.10
H35 -5.341 2.283 -1.240  0.11
H36 -3.981 1.309 0.484  0.09
H37 -1.865 2.431 1.238  0.10
C39 -0.989 4.489 -4.440  -1.51
Br1 0.377 4.882 -3.097  0.62
Br2 -2.484 5.746 -4.240  0.59
Br3 -1.673 2.663 -4.447  0.60
H38 -0.582 4.632 -5.430  -0.06
C40 -0.272 0.611 -7.012  -1.53
Br4 0.187 2.483 -7.477  0.55
Br5 0.703 0.038 -5.418  0.60
Br6 -0.011 -0.647 -8.515  0.56
H39 -1.329 0.584 -6.795  -0.05